# 1
ORCA calculation (the ωB97M-V functional and the def2-TZVPD basis) on a single C7H9N molecule.

* structure (SMILES): C1=C[C@@H]2C[C@H](C=C1)N2
* frontier orbital gap: 8.40 eV
* LUMO: 0.34 eV
* relative energy (zero: lowest compared OMol25 entry of this formula, charge and spin): 139.3 kcal/mol
* 2S+1: 1
* HOMO: -8.055 eV
* DFT total energy: -8889.1151 eV

Each line ends with the Mulliken charge.
Atoms and positions in Å:
C -1.13894 -0.69677 0.65530  -0.73
C -0.64599 -0.99212 -0.87245  -0.12
C -1.01520 0.79007 0.10926  -0.05
C 0.25995 1.62875 0.62669  -0.60
C 1.51710 0.92347 0.61055  -0.20
C 1.67546 -0.42874 0.07706  -0.69
C 0.78792 -1.04234 -0.69298  -0.10
H -0.18288 -0.91976 1.30368  0.33
H -2.29477 -0.86231 1.09306  0.28
H -1.16805 -1.80204 -1.30693  0.50
H -1.77724 0.65135 -1.53445  0.36
H -2.06079 1.13393 0.38433  0.44
H 0.38618 2.65826 1.01704  0.33
H 2.36876 1.34225 1.09513  0.38
H 2.57971 -1.02021 0.19389  0.37
H 1.53007 -1.70510 -1.45319  0.12
N -0.82131 0.34132 -1.30600  -0.61

***

# 2
ORCA calculation (the ωB97M-V functional and the def2-TZVPD basis) on a molecular structure, C7H9N2.

* frontier orbital gap: 9.99 eV
* LUMO: -4.72 eV
* relative energy (zero: lowest compared OMol25 entry of this formula, charge and spin): 89.7 kcal/mol
* total charge: +1
* 2S+1: 1
* HOMO: -14.714 eV
* DFT total energy: -10374.6352 eV

Each line ends with the Mulliken charge.
Atoms and positions in Å:
C 0.30931 -0.09596 1.18388  -0.50
C 0.35904 1.53185 -1.21146  0.18
C -0.30398 -0.41768 0.05018  -0.09
C -0.94977 -1.40078 -0.81689  1.02
C 1.22369 1.19774 1.29620  -0.91
C 0.75666 2.14895 0.08637  -0.76
C -1.49401 -2.66181 -0.40954  -1.30
N -0.87030 -0.63547 -1.88757  -1.02
N -0.24564 0.39816 -1.11050  0.68
H 0.30014 -0.67844 2.02031  0.50
H 0.50377 1.95112 -2.14877  0.50
H 1.01236 1.58310 2.21239  0.50
H 2.22323 0.88835 1.22630  0.38
H 1.71355 2.64595 -0.13152  0.37
H 0.06180 2.79702 0.54203  0.35
H -1.76340 -2.67844 0.68413  0.34
H -0.72103 -3.45288 -0.45149  0.35
H -2.11541 -3.12078 -1.13406  0.42

***

# 3
ORCA calculation (the ωB97M-V functional and the def2-TZVPD basis) on a gas-phase ion, C7H9N2O4 (charge -1).

* structure (SMILES): COC1(OC)N=CC(C=O)=C([O-])N1
* frontier orbital gap: 7.44 eV
* LUMO: 3.46 eV
* relative energy (zero: lowest compared OMol25 entry of this formula, charge and spin): 47.4 kcal/mol
* total charge: -1
* 2S+1: 1
* HOMO: -3.982 eV
* DFT total energy: -18574.7828 eV

Each line ends with the Mulliken charge.
Atoms and positions in Å:
C 1.36195 1.32662 -0.51919  -0.46
C 1.88769 0.92200 -1.79495  0.77
C 0.91324 -0.06993 -2.45136  0.31
C 2.99728 1.59025 -2.29851  -0.31
C -0.66804 -0.07583 -0.51708  0.57
C -2.50133 0.34537 0.81335  -0.64
C 0.66836 -1.76060 0.32404  -0.61
N 0.28699 0.92745 0.17655  -0.68
N -0.31565 -0.09185 -1.89022  -0.02
O 3.50473 1.46556 -3.40384  -0.62
O 1.08671 -0.67193 -3.48139  -0.70
O -1.96544 0.39568 -0.50082  -0.48
O -0.56954 -1.32080 0.09755  -0.38
H 1.88321 1.99781 0.15179  0.27
H 3.37999 2.37370 -1.57686  0.20
H -3.29746 1.14851 0.89478  0.22
H -1.50397 0.33236 1.44585  0.33
H -2.98452 -0.61613 1.05506  0.21
H 1.00461 -2.69160 -0.23538  0.26
H 1.00271 -2.02509 1.36112  0.28
H 1.46392 -1.05740 0.08925  0.24
H -1.04257 -0.62413 -2.40947  0.26

***

# 4
ORCA calculation (the ωB97M-V functional and the def2-TZVPD basis) on a gas-phase ion, C7H9N2O4 (charge -1).

* structure (SMILES): Cc1onc(N)c1[C@@](C)(O)C(=O)[O-]
* frontier orbital gap: 8.43 eV
* LUMO: 3.74 eV
* relative energy (zero: lowest compared OMol25 entry of this formula, charge and spin): 31.9 kcal/mol
* total charge: -1
* 2S+1: 1
* HOMO: -4.693 eV
* DFT total energy: -18575.4532 eV

Each line ends with the Mulliken charge.
Atoms and positions in Å:
C 0.72975 -0.22645 0.54971  0.52
C 1.26605 1.01043 0.68970  0.03
C 1.86102 -1.06368 0.57700  0.00
C -1.69732 -0.07851 1.23107  0.50
C 0.61221 2.37783 0.64938  -0.94
C -1.05359 -0.11858 -1.17576  -1.64
C -0.66027 -0.65373 0.15161  1.80
N 2.99221 -0.43258 0.80046  -0.86
N 1.80670 -2.36476 0.23190  -0.37
O -2.16877 -0.95303 1.99704  -0.78
O -2.00726 1.11572 1.14264  -0.73
O 2.59349 0.87657 0.86287  -0.19
O -0.79469 -2.04146 0.31309  -0.89
H 1.44684 3.16446 0.84378  0.30
H 0.23520 2.48299 -0.41092  0.21
H -0.25461 2.34704 1.39878  0.26
H -1.82399 -0.79929 -1.77117  0.33
H -0.16926 -0.17420 -1.91200  0.28
H -1.48433 0.87465 -1.19168  0.35
H 1.05310 -2.89011 0.40800  0.17
H 2.60965 -2.95148 0.15455  0.23
H -1.54905 -2.08884 1.15748  0.42

***

# 5
ORCA calculation (the ωB97M-V functional and the def2-TZVPD basis) on a gas-phase ion, C7H9N2S2 (charge +1).

* frontier orbital gap (alpha / beta): 6.40 / 6.40 eV
* LUMO (alpha / beta): -4.98 / -4.98 eV
* relative energy (zero: lowest compared OMol25 entry of this formula, charge and spin): 53.5 kcal/mol
* total charge: +1
* 2S+1: 1
* HOMO (alpha / beta): -11.379 / -11.383 eV
* DFT total energy: -32046.3778 eV

Each line ends with the Mulliken charge.
Atoms and positions in Å:
C 2.88285 1.56126 -0.08590  -0.52
C 3.47403 0.36222 -0.06800  -0.56
C 1.48868 1.58681 -0.00166  -0.41
C 2.76524 -0.84011 -0.04903  -0.08
C 0.77232 0.43103 0.04306  0.83
C -1.66991 -0.19100 0.01506  0.33
C -4.34038 -0.92963 -0.05259  -0.72
N 1.44398 -0.86964 0.05367  0.01
N -0.58735 0.59171 -0.02407  -0.02
S 0.81170 -2.42877 0.13396  -0.27
S -3.20351 0.52612 -0.07599  0.04
H 3.51026 2.40088 -0.16802  0.45
H 4.53484 0.22904 0.08687  0.35
H 0.88934 2.55569 -0.24024  0.22
H 3.31240 -1.77051 0.21177  0.34
H -1.58048 -1.33512 0.23050  -0.02
H -3.74456 -1.85839 0.05431  0.31
H -4.95983 -0.68377 -0.91275  0.31
H -5.09236 -0.90497 0.86272  0.32
H -0.70725 1.56717 -0.01366  0.10

***

# 6
ORCA calculation (the ωB97M-V functional and the def2-TZVPD basis) on a molecular structure, C7H9N3.

* frontier orbital gap: 8.97 eV
* LUMO: 0.90 eV
* relative energy (zero: lowest compared OMol25 entry of this formula, charge and spin): 88.8 kcal/mol
* 2S+1: 1
* HOMO: -8.071 eV
* DFT total energy: -11871.6401 eV

Each line ends with the Mulliken charge.
Atoms and positions in Å:
C 2.51004 -0.71288 -0.03864  -0.59
C 2.59763 0.65874 0.06156  -0.12
C 1.23080 -1.36709 -0.19297  -0.58
C 1.48011 1.55963 -0.04542  -0.74
C 0.16852 -0.53565 -0.36092  0.83
C 0.25019 0.88044 -0.30113  0.43
C -1.23909 -1.00795 -0.62503  -0.85
N -0.97997 1.48930 -0.42112  -0.66
N -2.22966 0.13822 -0.45209  -0.10
N -2.88811 0.06370 0.69981  -0.41
H 3.39600 -1.40380 -0.03477  0.31
H 3.69186 1.11835 0.20765  0.19
H 1.02940 -2.40160 -0.03114  0.41
H 1.48641 2.63092 0.02575  0.45
H -1.39326 -1.39312 -1.55546  0.33
H -1.50853 -1.81844 0.10965  0.37
H -1.26741 1.78698 0.52403  0.32
H -2.52401 -0.16103 1.65211  0.22
H -3.81092 0.47528 0.77815  0.19

***

# 7
ORCA calculation (the ωB97M-V functional and the def2-TZVPD basis) on a single C7H9N3S molecule.

* structure (SMILES): CS[C@@H](CC#N)n1ccnc1
* frontier orbital gap: 9.75 eV
* LUMO: 0.50 eV
* relative energy (zero: lowest compared OMol25 entry of this formula, charge and spin): 73.9 kcal/mol
* 2S+1: 1
* HOMO: -9.250 eV
* DFT total energy: -22707.9120 eV

Each line ends with the Mulliken charge.
Atoms and positions in Å:
C 0.55964 2.79959 -1.85244  0.45
C 2.71991 -1.28836 0.97522  -0.64
C 1.59299 -0.50288 1.08427  -0.25
C 2.03398 -1.05788 -1.02380  -0.25
C -1.87339 -0.90834 0.67700  -0.87
C 0.92576 2.18936 -0.63511  -0.78
C 0.18645 0.55700 -0.67240  -0.40
N 0.16059 3.03188 -2.88444  -0.43
N 2.96817 -1.57398 -0.29884  -0.63
N 1.12624 -0.39257 -0.20070  0.27
S -1.40102 0.88227 0.33861  -0.05
H 3.28246 -1.55329 1.74424  0.55
H 0.99391 -0.17842 1.90111  0.44
H 2.10604 -0.92021 -2.00476  0.45
H -2.91557 -1.17006 0.52559  0.34
H -1.68470 -0.83938 1.72634  0.29
H -1.06828 -1.54730 0.36767  0.33
H 2.02294 2.05659 -0.37043  0.31
H 0.40236 2.54795 0.26566  0.40
H 0.09120 0.24224 -1.79832  0.47

***

# 8
ORCA calculation (the ωB97M-V functional and the def2-TZVPD basis) on a single C7H9N3S molecule.

* structure (SMILES): CN(C)[C@H](C#N)c1cncs1
* frontier orbital gap: 9.64 eV
* LUMO: 0.71 eV
* relative energy (zero: lowest compared OMol25 entry of this formula, charge and spin): 69.8 kcal/mol
* 2S+1: 1
* HOMO: -8.930 eV
* DFT total energy: -22708.0890 eV

Each line ends with the Mulliken charge.
Atoms and positions in Å:
C -0.33353 -1.94189 0.89276  0.11
C 1.85535 0.55649 -1.11755  -0.55
C 3.58677 0.43274 0.17556  -0.05
C 1.34217 -0.39958 -0.23367  0.38
C -1.30912 0.82602 1.12253  -1.09
C -2.30350 0.08524 -0.89729  -1.04
C -0.16401 -0.98932 -0.18182  0.02
N -0.51585 -2.77040 1.67275  -0.45
N 3.08262 1.08578 -0.77756  -0.49
N -1.07002 0.16228 -0.16237  0.15
S 2.42921 -0.68237 0.96415  -0.10
H 1.22195 0.99341 -1.95768  0.33
H 4.67095 0.41119 0.51970  0.34
H -0.36847 0.81899 1.60138  0.37
H -1.51777 1.91950 0.96615  0.35
H -2.22506 0.43145 1.69479  0.34
H -2.92943 -0.74337 -0.56804  0.36
H -2.76583 1.07459 -0.53685  0.36
H -2.16781 0.13348 -2.02656  0.29
H -0.51863 -1.40426 -1.15035  0.39

***

# 9
ORCA calculation (the ωB97M-V functional and the def2-TZVPD basis) on a molecular structure, C7H9N4O.

* frontier orbital gap: 9.07 eV
* LUMO: -4.78 eV
* relative energy (zero: lowest compared OMol25 entry of this formula, charge and spin): 63.4 kcal/mol
* total charge: +1
* 2S+1: 1
* HOMO: -13.842 eV
* DFT total energy: -15401.3993 eV

Each line ends with the Mulliken charge.
Atoms and positions in Å:
C -2.42210 -1.44985 0.68499  -0.48
C -1.91428 -0.39660 1.27965  -0.34
C -1.55708 -2.26354 -0.12394  -0.06
C -0.04494 1.36841 1.08220  0.36
C 1.30839 0.77250 -0.84615  0.60
C -0.47446 -0.19214 1.44168  0.07
C 1.95193 1.44098 -2.01939  -1.09
N -0.33891 -2.09703 -0.44980  -0.96
N 1.11438 -0.48373 -0.88635  -0.82
N 1.00781 1.53781 0.24145  -0.16
N 0.48989 -1.20508 0.08364  0.86
O -0.52675 2.22039 1.78147  -0.50
H -3.39966 -1.74071 0.74409  0.49
H -2.43110 0.52530 1.64892  0.41
H -1.92608 -3.05544 -0.70228  0.50
H 0.05230 -0.61030 2.21307  0.41
H 2.27223 0.51769 -2.58728  0.32
H 2.87403 2.01273 -1.79512  0.35
H 1.35571 2.20088 -2.59898  0.32
H 1.33973 2.51084 0.09295  0.31
H 1.26896 -1.61309 0.71515  0.40

***

# 10
ORCA calculation (the ωB97M-V functional and the def2-TZVPD basis) on a single C7H9N5O molecule.

* structure (SMILES): NCCn1cnc2[nH]cnc2c1=O
* frontier orbital gap: 9.59 eV
* LUMO: 0.76 eV
* relative energy (zero: lowest compared OMol25 entry of this formula, charge and spin): 8.1 kcal/mol
* 2S+1: 1
* HOMO: -8.834 eV
* DFT total energy: -16903.3500 eV

Each line ends with the Mulliken charge.
Atoms and positions in Å:
C -2.73104 0.17243 0.56854  -0.42
C -1.80644 0.64513 -0.57302  -0.87
C 0.38633 1.69053 -0.19164  0.14
C 2.26799 0.53507 0.03053  0.56
C 3.74096 -1.12020 0.07791  -0.27
C 1.61471 -0.67856 -0.09720  0.43
C 0.22730 -0.74703 -0.39519  0.26
H -3.89413 -1.50019 0.98288  0.23
H -2.51124 -1.77322 0.02826  0.29
H -2.22219 0.23943 1.57903  0.27
H -3.62494 0.88402 0.67550  0.32
H -2.06938 0.15908 -1.52852  0.38
H -2.00380 1.72773 -0.77796  0.38
H -0.16504 2.58982 -0.31816  0.31
H 4.40339 0.88341 0.31559  0.17
H 4.65215 -1.69432 0.20522  0.40
N -3.30290 -1.14429 0.20816  -0.64
N -0.35659 0.52762 -0.32347  0.05
N 1.64624 1.76515 -0.05793  -0.62
N 3.64043 0.26155 0.23676  -0.04
N 2.55661 -1.68935 -0.05022  -0.70
O -0.44839 -1.73384 -0.59507  -0.65

***

# 11
ORCA calculation (the ωB97M-V functional and the def2-TZVPD basis) on a single C7H9NO molecule.

* structure (SMILES): C#C[C@@H]1NC(=O)[C@H]1CC
* frontier orbital gap: 10.48 eV
* LUMO: 0.85 eV
* relative energy (zero: lowest compared OMol25 entry of this formula, charge and spin): 94.5 kcal/mol
* 2S+1: 1
* HOMO: -9.633 eV
* DFT total energy: -10938.7183 eV

Each line ends with the Mulliken charge.
Atoms and positions in Å:
C 0.18654 -3.42053 -0.09868  0.00
C 0.01985 -2.24045 -0.16348  -0.84
C 1.36358 0.47594 -1.18430  0.19
C -0.28520 -0.93175 -0.65397  0.19
C 0.74696 0.24867 0.25303  0.06
C -1.26133 1.28159 1.43298  -1.03
C 0.02467 1.56273 0.58382  -0.81
N 0.50703 -0.48246 -1.77458  -0.12
O 2.26308 1.18844 -1.63804  -0.62
H 0.63129 -4.37037 0.04800  0.44
H -1.37875 -0.63263 -0.72257  0.28
H 1.42802 -0.04523 1.08907  0.41
H -2.03994 0.65796 0.83192  0.22
H -1.64389 2.32960 1.38288  0.32
H -1.19031 1.05003 2.45543  0.36
H 0.63204 2.31971 1.05635  0.48
H -0.47343 1.92350 -0.26703  0.32
H 0.46978 -0.91474 -2.63085  0.14

***

# 12
ORCA calculation (the ωB97M-V functional and the def2-TZVPD basis) on a single C7H9NO molecule.

* structure (SMILES): C[C@@H]1[C@H]2CC=NC(=O)[C@@H]12
* frontier orbital gap: 9.83 eV
* LUMO: 0.55 eV
* relative energy (zero: lowest compared OMol25 entry of this formula, charge and spin): 57.1 kcal/mol
* 2S+1: 1
* HOMO: -9.276 eV
* DFT total energy: -10940.3362 eV

Each line ends with the Mulliken charge.
Atoms and positions in Å:
C -1.00520 1.76986 0.65399  -0.01
C 0.50036 0.57005 1.91008  0.24
C -0.22996 1.77395 -0.66898  -0.91
C 0.75932 -0.36027 0.64191  -0.26
C 0.39282 0.35658 -0.71183  -0.42
C -0.29683 -0.93418 -0.21232  0.21
C -0.01897 -2.31224 -0.82569  -1.51
N -0.66435 1.30656 1.77439  -0.44
O 1.25442 0.63068 2.83336  -0.53
H -2.11375 2.17338 0.66933  0.31
H -0.82170 1.98617 -1.50630  0.42
H 0.53272 2.51643 -0.86581  0.39
H 1.61733 -0.94308 0.78189  0.56
H 1.19716 0.14950 -1.34001  0.44
H -1.28273 -0.88278 -0.01694  0.51
H 0.82614 -2.29063 -1.61773  0.24
H -0.88864 -2.50320 -1.46541  0.42
H 0.24184 -3.00680 -0.03393  0.36

***

- Which value of 2S+1 does entry 12 give?
  1

***

- Which formula does entry 6 have?
  C7H9N3